No. 1
The following is a DFT calculation (the ωB97M-V functional and the def2-TZVPD basis) of an isolated molecule of C17H14ClF3N2O3.

```
40
Properties=species:S:1:pos:R:3:forces:R:3:lowdin_charge:R:1
C -1.408763 1.023273 1.789102 0.24 -0.07 -0.07 -0.009
C -0.114513 1.777025 1.497073 -0.52 0.25 0.21 -0.224
O 1.014035 0.904753 1.305234 0.21 0.25 0.13 0.057
C 0.995392 -0.124469 0.469085 0.41 -0.37 -0.28 -0.470
O 0.124000 -0.376789 -0.324669 -0.09 -0.07 -0.04 0.106
C 2.221774 -0.993125 0.682186 -0.28 0.14 -0.03 -0.026
C 1.898421 -1.900960 1.839217 0.10 -0.16 0.10 -0.203
C 2.242402 -1.544188 3.137438 -0.01 -0.07 -0.04 -0.022
C 1.909169 -2.360334 4.204253 0.00 -0.01 0.05 -0.054
C 1.219846 -3.541262 3.991316 -0.06 -0.04 -0.17 -0.010
C 0.861683 -3.889874 2.696166 -0.08 -0.03 0.03 -0.109
C 0.135949 -5.181313 2.442337 -0.06 -0.33 -0.06 -0.588
F -0.714431 -5.106126 1.408043 -0.03 0.21 -0.16 0.142
F 0.987427 -6.186666 2.154437 0.19 0.03 -0.01 0.140
F -0.582221 -5.592638 3.498127 -0.01 0.13 0.23 0.138
C 1.196954 -3.078965 1.621327 0.02 -0.03 0.19 0.046
C -0.314379 2.804898 0.363670 0.27 -0.43 0.30 -0.409
O -0.276394 3.989663 0.609410 -0.04 0.31 0.11 0.088
N -0.566360 2.261571 -0.849731 -0.05 -0.37 -0.18 0.170
C -0.803205 2.922515 -2.049094 -0.08 0.41 -0.36 -0.274
C -0.848920 4.311008 -2.185658 0.02 0.00 0.06 0.014
C -1.096588 4.830557 -3.441599 -0.03 -0.35 -0.19 -0.078
C -1.288421 3.956007 -4.504595 0.06 0.01 0.32 -0.668
Cl -1.600569 4.557213 -6.090992 -0.04 0.03 -0.18 0.667
C -1.224816 2.589175 -4.268007 -0.05 0.34 -0.24 -0.162
N -0.988180 2.093234 -3.071490 0.08 -0.24 0.42 0.128
H -1.742531 0.452374 0.926924 -0.06 0.01 0.04 0.080
H -2.179746 1.739987 2.058589 -0.05 0.08 0.06 0.097
H -1.254984 0.340232 2.622587 -0.02 -0.03 0.07 0.093
H 0.180881 2.358061 2.378391 -0.10 -0.07 -0.34 0.158
H 2.403669 -1.568139 -0.224600 -0.01 0.09 0.02 0.134
H 3.076058 -0.360367 0.916725 0.01 -0.04 -0.05 0.130
H 2.774729 -0.621087 3.311306 0.07 0.11 0.01 0.120
H 2.187077 -2.076700 5.207414 0.03 0.04 0.10 0.108
H 0.955122 -4.182993 4.817036 -0.03 -0.05 0.06 0.121
H 0.904520 -3.359742 0.620809 -0.03 -0.02 -0.11 0.137
H -0.566432 1.244149 -0.948320 0.03 0.24 0.19 0.114
H -0.694310 4.949960 -1.332959 0.00 0.00 0.01 0.101
H -1.141301 5.897206 -3.597229 -0.01 0.08 -0.03 0.110
H -1.367912 1.870521 -5.062336 -0.03 0.04 -0.17 0.109
```
Positions in Å, forces in eV/Å.

Charge: 0
F_max: 0.62 eV Å⁻¹
LUMO level: 0.50 eV
Frontier orbital gap: 0.342 Ha
Spin multiplicity: 1


No. 2
The following is a DFT calculation (the ωB97M-V functional and the def2-TZVPD basis) of an isolated molecule of C5H5F2N in a non-equilibrium geometry.

```
13
Properties=species:S:1:pos:R:3:forces:R:3:lowdin_charge:R:1
N -2.312244 -0.147351 1.423008 3.91 1.83 -4.62 0.146
C -1.518337 0.175374 0.565578 -2.86 -1.67 3.84 -0.168
C -0.351121 0.392739 -0.321589 -2.31 1.94 0.30 -0.238
C 0.775888 -0.203525 0.012685 1.52 -3.23 1.09 0.000
C 0.742129 -1.289892 1.240949 -0.82 0.53 -0.29 -0.123
F 2.070434 -1.863960 1.440211 -2.33 1.52 0.02 -0.120
C -0.487743 1.413110 -1.542075 5.51 -0.55 4.70 -0.048
F 0.770306 1.021763 -2.126039 -1.51 1.50 -1.33 -0.116
H 1.706385 -0.191363 -0.648218 -1.45 0.17 1.35 0.146
H 0.063946 -2.211019 0.998010 1.22 1.85 0.24 0.137
H 0.205211 -0.718742 2.187717 2.12 -1.68 -1.98 0.149
H -1.301745 1.117346 -2.062374 -2.36 -0.30 -2.32 0.074
H -0.363110 2.505519 -1.167862 -0.63 -1.92 -1.00 0.160
```
Positions in Å, forces in eV/Å.

Charge: 0
F_max: 7.26 eV Å⁻¹
LUMO level: 0.16 eV
Frontier orbital gap: 0.395 Ha
Spin multiplicity: 1


No. 3
The following is a DFT calculation (the ωB97M-V functional and the def2-TZVPD basis) of a cluster of 3 separate species, C6H9NS in total in a non-equilibrium geometry.

```
17
Properties=species:S:1:pos:R:3:forces:R:3:lowdin_charge:R:1
C 2.509392 -0.180058 1.726711 1.07 -1.69 -1.80 0.037
C 3.293375 0.410380 0.795716 -1.31 -2.04 1.20 -0.310
C 3.470224 -0.259675 -0.421821 0.89 -2.00 -5.21 -0.663
S 2.746303 -1.673054 -1.034209 1.07 2.10 1.08 0.564
H 2.259274 0.245046 2.614388 -0.47 1.54 2.48 0.021
H 2.155962 -1.255144 1.667478 0.42 1.56 -0.64 0.077
H 3.840564 1.303945 0.770707 0.03 1.46 1.02 0.073
H 4.183998 0.280653 -1.227531 -1.53 -1.19 2.04 0.093
C 0.469138 2.436636 -0.390030 -0.97 -0.08 -0.04 -0.044
N 1.603272 2.353408 -0.274017 0.01 0.32 -0.16 0.086
H -0.614431 2.473915 -0.481418 0.78 0.02 0.03 0.065
C -4.954688 -1.048575 -0.844399 -0.37 2.13 0.21 -0.086
C -3.688759 -1.035342 -0.500673 1.17 1.04 0.88 -0.096
H -5.376931 -0.056007 -0.838313 -0.78 0.07 -0.52 0.037
H -5.610795 -1.881797 -1.036134 0.32 -0.28 0.07 0.051
H -3.284766 -1.971415 -0.302020 1.39 -1.55 0.08 0.012
H -3.001125 -0.142919 -0.224443 -1.73 -1.42 -0.72 0.082
```
Positions in Å, forces in eV/Å.

Charge: 0
F_max: 5.65 eV Å⁻¹
LUMO level: -0.84 eV
Frontier orbital gap: 0.276 Ha
Spin multiplicity: 1


No. 4
The following is a DFT calculation (the ωB97M-V functional and the def2-TZVPD basis) of a structure of composition C24H22BLiN8PS2 in a non-equilibrium geometry.

```
59
Properties=species:S:1:pos:R:3:forces:R:3:lowdin_charge:R:1
Li 0.422731 -1.060151 -0.207577 0.09 0.55 -0.26 0.409
C 4.156739 -1.829706 -2.101243 0.21 -0.43 1.02 -0.060
C 3.391354 -1.776232 -0.900371 0.73 -1.31 0.57 -0.159
N 2.257788 -1.132652 -1.037056 0.55 0.28 -0.77 -0.004
N 2.276318 -0.680165 -2.321366 -0.01 -0.97 -0.38 -0.002
C 3.392537 -1.117987 -2.969962 -0.58 1.14 -1.70 -0.073
B 1.088835 0.130247 -2.800559 -1.26 0.33 -0.52 -0.589
N -0.323327 -0.683494 -2.831945 -0.55 -0.29 0.72 0.025
C -1.455022 -0.599914 -3.552597 0.11 1.03 -3.22 -0.122
C -2.481345 -1.305444 -3.022566 -0.44 0.06 0.95 -0.074
C -1.944979 -1.758072 -1.808647 -0.36 -1.84 0.25 -0.168
N -0.673215 -1.407132 -1.758216 0.89 -0.73 1.86 -0.055
N 0.919949 1.242070 -1.731591 0.62 1.24 -1.18 0.001
C 1.439068 2.537197 -1.811608 -1.24 -1.78 0.01 -0.061
C 1.050103 3.149239 -0.688787 -0.21 0.52 2.17 -0.090
C 0.413956 2.190778 0.119167 -0.56 -0.57 -0.62 -0.133
N 0.300808 1.017531 -0.531624 0.87 1.47 -0.32 0.022
N 1.274100 0.587683 -4.282080 0.63 2.85 3.85 -0.006
C 1.222051 -0.153160 -5.327264 0.48 -1.11 -3.16 -0.185
C 1.528388 0.567734 -6.459609 -0.32 0.27 -0.20 -0.052
C 1.664521 1.875263 -5.910514 0.79 -0.83 -2.00 -0.184
N 1.624170 1.902104 -4.610469 -1.13 -1.02 0.47 0.091
H 5.107782 -2.347584 -2.272776 -0.61 0.46 0.11 0.101
H 3.593021 -2.282549 0.047827 0.06 0.29 -0.37 0.107
H 3.561821 -0.820831 -4.042246 -0.23 -0.45 1.44 0.143
H -1.552895 -0.185118 -4.560022 0.66 0.32 0.53 0.127
H -3.462955 -1.395277 -3.452979 -0.02 -0.13 0.09 0.093
H -2.375979 -2.527417 -1.077029 0.79 1.55 -0.99 0.132
H 1.934314 3.032225 -2.615749 0.12 -0.69 -0.63 0.096
H 1.235823 4.165111 -0.424732 0.11 0.42 0.13 0.088
H -0.053208 2.337761 1.083857 0.24 -0.20 -0.15 0.076
H 1.015155 -1.171479 -5.310410 -0.38 -1.61 0.42 0.115
H 1.645184 0.176434 -7.496130 -0.32 0.65 1.12 0.103
H 1.817937 2.723589 -6.541305 0.30 0.72 0.25 0.091
S -2.368742 -3.177168 2.781933 0.33 0.30 -0.18 0.358
P -1.264885 -1.525195 2.995523 1.14 -0.76 -0.91 0.115
S 0.361930 -2.079232 1.855089 -0.93 -0.28 0.83 0.321
C -2.039431 -0.049134 2.351172 0.57 1.00 -0.11 -0.386
C -1.706934 1.248382 2.778628 -0.31 0.61 1.21 -0.102
C -2.307571 2.403076 2.272111 0.54 -1.39 -0.80 -0.065
C -3.076323 2.180418 1.126761 -0.91 3.71 0.44 -0.099
C -3.385443 0.969211 0.650215 0.70 -1.63 -1.02 -0.073
C -2.812181 -0.160671 1.221738 -1.04 -0.30 -0.33 -0.102
C -0.681487 -1.296508 4.661722 -0.63 1.59 -0.50 -0.410
C 0.554221 -1.684645 5.079235 2.06 -1.92 -0.78 -0.111
C 0.938429 -1.534736 6.397911 -2.43 1.36 -0.29 -0.073
C 0.126624 -0.865047 7.305176 0.03 -1.02 -0.18 -0.043
C -1.111626 -0.374893 6.833985 2.27 0.54 1.26 -0.076
C -1.436471 -0.500295 5.519877 -1.95 0.35 -0.28 -0.110
H -1.011425 1.369586 3.591875 0.18 -0.07 0.27 0.105
H -2.068405 3.410054 2.620157 -0.05 -0.47 -0.03 0.118
H -3.512314 3.055813 0.587506 0.46 -0.66 0.57 0.128
H -3.894941 0.926065 -0.297167 -0.32 -0.35 -0.03 0.115
H -3.006848 -1.119118 0.778152 -0.07 -0.33 0.01 0.068
H 1.308977 -2.207018 4.404693 -1.43 0.72 0.73 0.101
H 1.834736 -1.927530 6.661928 2.61 -0.95 0.98 0.073
H 0.487168 -0.835632 8.350507 -0.62 0.39 -0.66 0.118
H -1.599010 0.307406 7.487711 -0.92 0.21 0.30 0.098
H -2.339571 0.066207 5.191740 0.69 -0.87 0.01 0.127
```
Positions in Å, forces in eV/Å.

Charge: 0
F_max: 4.83 eV Å⁻¹
LUMO level (spin up / spin down): -0.04 / -2.95 eV
Frontier orbital gap (spin up / spin down): 0.315 / 0.208 Ha
Spin multiplicity: 2


No. 5
The following is a DFT calculation (the ωB97M-V functional and the def2-TZVPD basis) of the ion C5H14N2 with charge -1 in a non-equilibrium geometry.

```
21
Properties=species:S:1:pos:R:3:forces:R:3:lowdin_charge:R:1
C -0.090111 2.542357 1.048647 0.99 -0.82 -1.36 -0.263
N 0.158157 1.089125 1.183313 0.07 0.79 1.39 -0.123
C -0.293114 0.303468 0.066953 -1.34 -0.09 -1.50 -0.451
C -0.137528 -1.219904 0.329547 -0.76 0.21 -1.28 -0.264
C 0.441239 -1.975932 -0.870936 2.73 1.53 -0.39 -0.317
N 1.805098 -1.509110 -1.340688 0.67 -1.15 0.81 -0.047
C -1.780501 0.596925 -0.378835 1.09 -0.83 -1.07 -0.291
H -1.100378 2.769138 0.707466 -0.04 0.19 0.11 0.021
H 0.637149 2.859490 0.274411 -0.49 0.28 0.14 0.068
H 0.159668 3.116209 1.930238 -0.02 -0.20 0.44 0.038
H -0.325243 0.795847 2.029404 0.02 -0.26 -0.15 0.058
H 0.346906 0.581718 -0.828570 -0.58 -0.15 0.94 0.126
H -1.098862 -1.740983 0.246011 -0.48 0.63 1.23 0.063
H 0.324481 -1.305522 1.311827 0.28 -0.70 -0.21 0.081
H -0.037904 -1.719981 -1.816219 -1.44 -0.61 0.55 0.087
H 0.514458 -3.054975 -0.658727 -0.26 0.39 -0.41 0.090
H 1.952524 -0.519393 -1.186394 -0.32 0.05 0.08 0.030
H 2.507068 -1.969341 -0.762648 0.01 0.19 -0.09 0.034
H -1.832358 1.566689 -0.905247 -0.52 -0.14 0.78 0.023
H -1.965898 -0.114944 -1.200001 -0.05 -0.02 0.03 0.024
H -2.551189 0.320714 0.362403 0.44 0.70 -0.05 0.013
```
Positions in Å, forces in eV/Å.

Charge: -1
F_max: 3.15 eV Å⁻¹
LUMO level (spin up / spin down): 3.99 / 4.15 eV
Frontier orbital gap (spin up / spin down): 0.094 / 0.348 Ha
Spin multiplicity: 2


No. 6
The following is a DFT calculation (the ωB97M-V functional and the def2-TZVPD basis) of a cluster of 5 separate species, CH10O5 in total.

```
16
Properties=species:S:1:pos:R:3:forces:R:3:lowdin_charge:R:1
O 1.871611 0.824146 -2.699516 -0.15 -0.09 -0.06 -0.340
C 1.667801 0.296971 -1.541571 -0.05 0.17 0.01 -0.426
H 2.223338 0.625017 -0.650563 -0.03 -0.08 -0.03 -0.016
H 0.844723 -0.419410 -1.374477 0.01 -0.03 0.05 -0.032
H -1.291067 0.065756 -2.840723 0.02 -0.11 -0.01 0.026
H -0.807286 1.207155 -2.022954 0.16 -0.13 0.17 0.011
O -1.613390 0.694355 -2.188388 -0.04 0.24 -0.13 -0.098
H -0.655572 -1.710706 2.259656 -0.29 0.26 0.18 0.028
H -0.764661 -1.169919 3.635952 -0.19 0.12 0.07 0.044
O -1.341045 -1.457136 2.918039 0.49 -0.37 -0.20 -0.089
H 0.506276 -0.191868 1.181524 0.13 0.11 -0.25 -0.006
H 1.199862 -1.454397 0.638747 0.24 0.37 -0.15 0.022
O 1.093457 -0.921867 1.438973 -0.33 -0.52 0.30 -0.116
H -1.668193 0.178536 1.738699 0.55 0.10 0.05 0.024
H -1.737275 1.283570 0.707075 0.43 0.00 -0.28 0.045
O -1.103788 0.828482 1.276207 -0.95 -0.03 0.27 -0.079
```
Positions in Å, forces in eV/Å.

Charge: -1
F_max: 0.99 eV Å⁻¹
LUMO level (spin up / spin down): 3.46 / 3.44 eV
Frontier orbital gap (spin up / spin down): 0.129 / 0.249 Ha
Spin multiplicity: 2


Repeat the sixth record exactly.
The following is a DFT calculation (the ωB97M-V functional and the def2-TZVPD basis) of a cluster of 5 separate species, CH10O5 in total.

```
16
Properties=species:S:1:pos:R:3:forces:R:3:lowdin_charge:R:1
O 1.871611 0.824146 -2.699516 -0.15 -0.09 -0.06 -0.340
C 1.667801 0.296971 -1.541571 -0.05 0.17 0.01 -0.426
H 2.223338 0.625017 -0.650563 -0.03 -0.08 -0.03 -0.016
H 0.844723 -0.419410 -1.374477 0.01 -0.03 0.05 -0.032
H -1.291067 0.065756 -2.840723 0.02 -0.11 -0.01 0.026
H -0.807286 1.207155 -2.022954 0.16 -0.13 0.17 0.011
O -1.613390 0.694355 -2.188388 -0.04 0.24 -0.13 -0.098
H -0.655572 -1.710706 2.259656 -0.29 0.26 0.18 0.028
H -0.764661 -1.169919 3.635952 -0.19 0.12 0.07 0.044
O -1.341045 -1.457136 2.918039 0.49 -0.37 -0.20 -0.089
H 0.506276 -0.191868 1.181524 0.13 0.11 -0.25 -0.006
H 1.199862 -1.454397 0.638747 0.24 0.37 -0.15 0.022
O 1.093457 -0.921867 1.438973 -0.33 -0.52 0.30 -0.116
H -1.668193 0.178536 1.738699 0.55 0.10 0.05 0.024
H -1.737275 1.283570 0.707075 0.43 0.00 -0.28 0.045
O -1.103788 0.828482 1.276207 -0.95 -0.03 0.27 -0.079
```
Positions in Å, forces in eV/Å.

Charge: -1
F_max: 0.99 eV Å⁻¹
LUMO level (spin up / spin down): 3.46 / 3.44 eV
Frontier orbital gap (spin up / spin down): 0.129 / 0.249 Ha
Spin multiplicity: 2


Question: F_max of number 3 (C6H9NS)?
Answer: 5.65 eV Å⁻¹


Question: Look up the charge of the sixth one.
Answer: -1